The ion C6H11N with charge +1 in a non-equilibrium geometry. Source: the Open Molecules 2025 dataset; level of theory: ωB97M-V with the def2-TZVPD basis set.

The HOMO energy (spin up / spin down) is -0.489 / -0.488 hartree. Its expectation value of S² is 0.770. The spin multiplicity is 2. Its LUMO energy (spin up / spin down) is -4.660 / -8.028 eV. The charge is +1. The value obtained for the HOMO-LUMO gap (spin up / spin down) is 0.3174 / 0.1934 hartree.

Positions of all 18 atoms, in Å:
C1 -1.26073 1.51468 -1.03223
H1 1.73919 -1.03664 2.21103
N1 -2.12784 2.36831 -0.19133
H2 -3.08029 1.98835 -0.13656
H3 -0.13355 1.99800 -1.12617
C2 2.90833 -2.21814 0.77927
H4 -1.48392 1.52901 -2.05655
H5 -1.67563 -0.61562 -1.03505
H6 -2.38478 3.29639 -0.75366
C3 0.60215 -1.37421 0.38213
H7 -1.83026 0.25877 0.64970
C4 -1.19246 0.21147 -0.40930
H8 0.29902 -2.18118 -0.23242
H9 0.72626 0.61568 0.61590
C5 0.07982 -0.12345 0.20511
H10 3.03581 -2.47293 -0.29324
C6 1.81460 -1.58348 1.16926
H11 3.96432 -2.17502 1.25410

And the Mulliken charges, in e, turn out to be: atom 1 (C): -0.352, atom 2 (H): 0.318, atom 3 (N): -0.724, atom 4 (H): 0.242, atom 5 (H): 0.249, atom 6 (C): -0.551, atom 7 (H): 0.356, atom 8 (H): 0.373, atom 9 (H): 0.286, atom 10 (C): -0.369, atom 11 (H): 0.300, atom 12 (C): -0.163, atom 13 (H): 0.449, atom 14 (H): 0.438, atom 15 (C): -0.297, atom 16 (H): 0.266, atom 17 (C): -0.115, atom 18 (H): 0.293

---

The ion C6H11N with charge +1 in a non-equilibrium geometry. Source: the Open Molecules 2025 dataset; level of theory: ωB97M-V with the def2-TZVPD basis set.

The HOMO energy (spin up / spin down) is -0.524 / -0.541 hartree. Its expectation value of S² is 0.759. The spin multiplicity is 2. Its LUMO energy (spin up / spin down) is -4.062 / -6.989 eV. The charge is +1. The value obtained for the HOMO-LUMO gap (spin up / spin down) is 0.3747 / 0.2841 hartree.

Positions of all 18 atoms, in Å:
H1 1.58028 1.70978 0.41594
C1 -0.83209 -0.26486 1.02020
C2 1.47068 -0.27938 -0.00187
N1 -0.37809 -0.93485 2.12049
C3 2.14211 0.78026 0.47853
C4 -1.47835 0.03332 -2.24483
H2 3.16610 0.83509 0.82677
H3 0.64082 -0.93911 2.05369
H4 -1.26876 1.40836 -0.62407
H5 -1.00070 -0.09814 -3.20514
H6 -1.86207 -0.93440 -1.91071
C5 -0.59695 0.73633 -1.17686
H7 -1.90279 -0.10778 1.00694
H8 -0.95528 -0.66981 2.91081
H9 -2.41624 0.57647 -2.38790
H10 0.14925 1.42793 -1.56787
C6 -0.00888 -0.16048 -0.12080
H11 1.98486 -1.23741 -0.08231

And the natural (NBO) charges, in e, turn out to be: atom 1 (H): 0.200, atom 2 (C): 0.110, atom 3 (C): -0.324, atom 4 (N): -0.609, atom 5 (C): -0.297, atom 6 (C): -0.607, atom 7 (H): 0.246, atom 8 (H): 0.431, atom 9 (H): 0.233, atom 10 (H): 0.243, atom 11 (H): 0.219, atom 12 (C): -0.475, atom 13 (H): 0.237, atom 14 (H): 0.435, atom 15 (H): 0.239, atom 16 (H): 0.252, atom 17 (C): 0.211, atom 18 (H): 0.257

---

The ion C6H11N with charge +1 in a non-equilibrium geometry. Source: the Open Molecules 2025 dataset; level of theory: ωB97M-V with the def2-TZVPD basis set.

The HOMO energy (spin up / spin down) is -0.497 / -0.522 hartree. Its expectation value of S² is 0.774. The spin multiplicity is 2. Its LUMO energy (spin up / spin down) is -4.494 / -6.885 eV. The charge is +1. The value obtained for the HOMO-LUMO gap (spin up / spin down) is 0.3318 / 0.2687 hartree.

Positions of all 18 atoms, in Å:
C1 -0.09854 0.06524 -0.89270
C2 -1.49141 -0.06582 2.68262
H1 1.58884 1.28066 -3.40312
H2 1.18828 -0.41064 -3.69551
H3 -0.17310 0.55381 -3.43865
H4 -1.74855 -1.03872 3.14199
H5 -1.10045 0.30546 -1.25142
H6 0.92428 -1.02316 2.01500
H7 1.82382 -0.62150 0.61943
H8 -2.21911 0.04123 0.64866
C3 0.87794 0.49648 -3.15957
H9 -0.58966 0.20474 3.23276
C4 -0.13918 -0.20380 0.50338
C5 0.98740 0.28488 -1.69485
H10 -2.32332 0.57078 2.97912
N1 1.03055 -0.41387 1.21483
H11 1.83677 0.63397 -1.10292
C6 -1.32044 -0.13846 1.22985

And the natural (NBO) charges, in e, turn out to be: atom 1 (C): -0.288, atom 2 (C): -0.720, atom 3 (H): 0.259, atom 4 (H): 0.273, atom 5 (H): 0.247, atom 6 (H): 0.286, atom 7 (H): 0.234, atom 8 (H): 0.413, atom 9 (H): 0.406, atom 10 (H): 0.223, atom 11 (C): -0.680, atom 12 (H): 0.247, atom 13 (C): 0.223, atom 14 (C): 0.037, atom 15 (H): 0.277, atom 16 (N): -0.699, atom 17 (H): 0.211, atom 18 (C): 0.052

---

The ion C6H11N2 with charge +1 in a non-equilibrium geometry. Source: the Open Molecules 2025 dataset; level of theory: ωB97M-V with the def2-TZVPD basis set.

The HOMO energy is -0.555 hartree. Its LUMO energy is -5.766 eV. The charge is +1. The value obtained for the HOMO-LUMO gap is 0.3433 hartree.

Positions of all 19 atoms, in Å:
H1 -1.97464 -1.77288 0.33034
C1 -0.85303 -0.28330 1.55168
H2 1.18016 -0.06305 -2.75380
N1 0.51177 0.32615 -0.63012
H3 -2.68519 -0.31737 2.95996
H4 2.85648 0.43763 -2.82944
H5 2.36521 1.14808 -0.26994
C2 1.89120 0.36889 -0.93959
H6 -0.38158 -2.27444 0.32105
H7 2.51809 -0.38356 -0.47436
C3 -0.61578 -0.08592 0.07972
C4 -2.12955 0.24946 2.20666
H8 1.46109 1.63013 -2.70215
N2 -0.51498 0.79683 -1.11206
C5 1.83139 0.63094 -2.41841
H9 0.06547 -0.51320 2.15077
H10 -1.78508 1.11117 2.73115
H11 -2.77660 0.46286 1.31295
C6 -0.96445 -1.46844 0.48559

And the natural (NBO) charges, in e, turn out to be: atom 1 (H): 0.248, atom 2 (C): -0.191, atom 3 (H): 0.215, atom 4 (N): 0.080, atom 5 (H): 0.254, atom 6 (H): 0.258, atom 7 (H): 0.287, atom 8 (C): -0.286, atom 9 (H): 0.240, atom 10 (H): 0.282, atom 11 (C): 0.199, atom 12 (C): -0.616, atom 13 (H): 0.252, atom 14 (N): 0.128, atom 15 (C): -0.614, atom 16 (H): 0.248, atom 17 (H): 0.237, atom 18 (H): 0.219, atom 19 (C): -0.439

---

The ion C6H11N2O with charge +1 in a non-equilibrium geometry. Source: the Open Molecules 2025 dataset; level of theory: ωB97M-V with the def2-TZVPD basis set.

The HOMO energy is -0.545 hartree. Its LUMO energy is -2.759 eV. The charge is +1. The value obtained for the HOMO-LUMO gap is 0.4435 hartree.

Positions of all 20 atoms, in Å:
H1 1.79146 0.51508 2.45631
H2 -1.97419 -1.00610 -1.81799
H3 0.43108 -0.66639 2.91603
H4 -2.05964 -2.67918 -1.13237
C1 -0.81755 0.15076 0.19951
O1 1.59217 -1.98129 0.22515
H5 -0.35808 2.15320 0.66518
H6 0.02011 1.96213 -1.98040
C2 0.65003 -1.32632 0.04673
C3 0.85543 1.66607 -1.22500
C4 0.72797 0.30713 2.32783
C5 0.12163 1.28520 0.02703
C6 -1.33361 -1.83921 -1.48358
N1 -0.54731 -1.10681 -0.48889
H7 -0.77093 -2.06439 -2.27595
H8 1.54497 2.44649 -1.22427
H9 -1.84606 0.18850 0.68333
H10 0.17846 1.09313 2.83689
N2 0.45603 0.15583 0.92573
H11 1.33803 0.74616 -1.68129

And the natural (NBO) charges, in e, turn out to be: atom 1 (H): 0.249, atom 2 (H): 0.225, atom 3 (H): 0.242, atom 4 (H): 0.249, atom 5 (C): 0.116, atom 6 (O): -0.423, atom 7 (H): 0.255, atom 8 (H): 0.250, atom 9 (C): 0.889, atom 10 (C): -0.641, atom 11 (C): -0.432, atom 12 (C): -0.030, atom 13 (C): -0.403, atom 14 (N): -0.436, atom 15 (H): 0.229, atom 16 (H): 0.259, atom 17 (H): 0.254, atom 18 (H): 0.236, atom 19 (N): -0.320, atom 20 (H): 0.232

---

The ion C6H11N2O with charge +1 in a non-equilibrium geometry. Source: the Open Molecules 2025 dataset; level of theory: ωB97M-V with the def2-TZVPD basis set.

The HOMO energy is -0.549 hartree. Its LUMO energy is -3.907 eV. The charge is +1. The value obtained for the HOMO-LUMO gap is 0.4052 hartree.

Positions of all 20 atoms, in Å:
C1 -0.12549 1.21772 0.93131
H1 1.31429 -2.14776 -0.92440
H2 1.58483 -0.93722 1.47430
H3 -0.50092 -1.64149 -0.95152
H4 2.06712 0.16622 -1.06162
C2 -1.97637 0.76583 -1.45237
C3 0.28767 1.24939 -0.65430
H5 1.07741 2.14210 -0.75273
C4 0.57522 -1.29142 -0.57166
H6 0.76596 1.62552 1.57771
H7 -1.69568 -0.56570 1.07521
C5 -0.64024 -0.22315 1.50455
N1 -2.91514 -0.13689 -1.64629
O1 -0.83379 1.68190 -1.55456
H8 0.27142 -2.38361 1.52586
H9 -1.02487 1.98741 1.08174
C6 0.53317 -1.33483 1.07700
H10 -0.63912 -0.15315 2.69122
H11 0.85766 -0.04543 -2.20958
N2 1.01687 0.02454 -1.15985

And the natural (NBO) charges, in e, turn out to be: atom 1 (C): -0.478, atom 2 (H): 0.259, atom 3 (H): 0.216, atom 4 (H): 0.273, atom 5 (H): 0.462, atom 6 (C): 0.462, atom 7 (C): 0.233, atom 8 (H): 0.249, atom 9 (C): -0.291, atom 10 (H): 0.258, atom 11 (H): 0.252, atom 12 (C): -0.434, atom 13 (N): -0.287, atom 14 (O): -0.467, atom 15 (H): 0.276, atom 16 (H): 0.281, atom 17 (C): -0.427, atom 18 (H): 0.260, atom 19 (H): 0.470, atom 20 (N): -0.566

---

Which formula does entry 4 have?
C6H11N2